(1)
19
Properties=species:S:1:pos:R:3:forces:R:3:nbo_charge:R:1 method="wB97M-V/def2-TZVPD" gap_ev=10.378 energy_ev=-8462.8155 max_force_ev_per_a=0.56 relative_energy_kcal_mol=35.5
H -0.320 -1.743 -1.518 0.0 0.1 0.0 0.220
H -0.807 -1.049 -3.074 0.0 0.0 0.1 0.211
H 0.740 -0.347 3.304 -0.1 0.0 -0.1 0.214
H 1.903 1.336 -1.917 -0.1 -0.2 0.1 0.217
O 0.597 -0.488 0.593 0.1 0.0 -0.1 -0.529
C -0.025 0.269 2.823 0.0 0.0 0.0 -0.633
C 0.565 0.574 -0.310 0.4 0.2 -0.2 0.084
H -1.230 0.285 1.003 -0.1 -0.3 0.5 0.170
C -0.124 0.403 -1.635 -0.2 0.1 -0.1 -0.255
H -0.602 1.298 -2.028 0.1 -0.1 0.0 0.209
C -0.481 -0.350 1.509 -0.3 0.1 0.0 -0.065
H 1.919 -0.487 -1.685 -0.1 0.2 0.0 0.224
C 1.384 0.452 -1.556 0.1 0.0 0.1 -0.438
H 0.501 1.551 0.176 0.1 -0.1 -0.2 0.178
C -0.817 -0.891 -1.990 0.0 -0.1 0.0 -0.611
H -1.863 -0.889 -1.662 0.1 0.0 0.0 0.207
H 0.398 1.267 2.664 -0.1 -0.1 0.0 0.205
H -0.869 0.356 3.515 0.1 0.0 -0.1 0.210
H -0.922 -1.340 1.677 0.1 0.1 0.0 0.182

(2)
103
Properties=species:S:1:pos:R:3:forces:R:3:lowdin_spin:R:1 method="wB97M-V/def2-TZVPD" gap_ev="6.220 / 6.532" spin_multiplicity=4 charge=-1 energy_ev=-171915.9327 max_force_ev_per_a=0.90 relative_energy_kcal_mol=13.8
H -0.356 -4.019 0.903 0.0 0.2 0.0 0.000
Cl -3.660 1.235 -1.467 0.0 0.2 0.1 0.000
H 1.607 0.354 -6.407 0.1 0.0 0.0 0.000
C -4.786 -1.066 -2.478 -0.1 -0.1 -0.1 0.000
O -0.067 2.541 1.269 -0.8 0.2 -0.3 0.116
C 4.941 1.097 -5.811 0.0 0.0 0.0 0.000
H 0.471 -0.921 6.459 0.0 0.0 0.0 0.000
C 0.469 -2.032 1.461 0.1 0.2 0.1 0.005
C 3.168 -4.134 4.655 0.0 0.0 0.0 0.000
C -1.954 3.813 0.559 -0.1 0.1 -0.1 0.014
C 2.323 1.018 -1.905 -0.1 0.2 0.2 -0.001
C 1.812 4.941 2.631 0.0 0.1 -0.1 0.005
C -4.044 0.061 -2.650 -0.1 0.0 0.0 0.000
Cl -4.050 5.322 -0.327 0.1 -0.1 0.0 -0.002
C -4.827 -1.837 -3.683 -0.1 -0.1 0.1 0.000
C -2.356 -2.833 -1.504 0.1 -0.1 0.0 0.000
C 0.590 2.369 5.066 0.0 0.0 0.0 0.015
C -0.508 -3.466 -3.499 0.1 0.0 0.0 0.000
H 1.545 -2.096 1.433 -0.2 0.1 0.0 0.000
C 3.419 -0.633 -3.779 0.0 0.0 0.0 0.001
H 0.432 2.364 6.142 0.0 0.0 0.1 0.002
H -5.347 -2.787 -3.758 0.1 0.1 0.0 0.000
C 1.735 -3.813 6.568 0.0 -0.1 0.0 0.000
C -1.362 -4.446 -3.028 -0.1 -0.1 0.0 0.000
H 3.400 -2.179 -2.254 0.0 0.1 0.0 0.000
C 1.408 -2.530 6.129 0.0 0.0 0.0 0.000
C -2.274 -4.124 -2.033 0.0 0.2 0.0 0.000
H -2.943 -3.990 1.008 0.0 -0.2 0.0 0.000
H -0.336 4.746 5.828 0.0 0.0 -0.1 0.000
H 1.290 -4.163 7.494 0.0 0.0 -0.1 0.000
Re 0.890 1.063 2.209 -0.2 -0.4 -0.2 2.368
C -3.320 -2.378 -0.420 0.2 -0.2 -0.2 0.000
H 3.247 -2.476 3.287 0.0 0.0 0.0 0.000
C 2.833 -2.869 4.208 0.0 0.0 0.0 0.000
H 2.998 -0.732 -6.516 0.0 0.1 0.0 0.000
C 2.566 1.537 -3.159 0.0 0.1 -0.1 0.001
S -3.408 0.207 -4.235 0.1 0.1 0.0 0.000
C 3.167 -1.150 -2.506 0.0 0.0 -0.1 0.001
H -3.198 -1.292 -0.373 -0.1 0.0 0.1 0.000
O -4.665 -2.690 -0.721 -0.2 0.0 0.2 0.000
C 3.429 1.186 -5.548 0.0 -0.1 0.1 0.000
C 2.990 2.636 -5.756 0.0 0.1 0.0 0.000
C -3.513 2.344 2.320 -0.1 0.0 0.0 0.007
C 2.688 0.314 -6.575 0.0 0.0 -0.1 0.000
H 3.208 2.938 -6.784 0.0 0.0 0.1 0.000
C -2.979 -2.907 0.978 0.1 0.2 -0.1 0.000
C 2.604 -4.603 5.841 0.0 0.0 0.0 0.000
O -1.519 1.191 2.962 -0.2 0.4 0.1 0.106
H 3.859 -1.293 -4.520 0.0 0.1 0.1 0.000
H 2.315 2.573 -3.365 0.1 -0.2 0.1 0.000
O 2.235 -0.531 -0.285 0.1 0.1 -0.2 0.006
H 0.135 -1.418 -3.370 0.0 -0.1 0.1 0.000
H 5.176 1.467 -6.818 0.0 -0.1 0.1 0.000
H 0.094 6.945 4.773 0.0 -0.1 0.0 0.000
H 2.892 0.670 -7.593 0.0 0.0 0.1 0.000
H 2.848 -5.596 6.202 0.0 0.0 0.0 0.000
C 1.543 3.686 3.189 0.2 -0.3 -0.2 0.016
O 0.572 -1.809 6.889 0.0 0.1 0.0 0.001
C 0.751 3.630 4.357 -0.1 0.0 0.1 0.007
Cl -3.312 -5.412 -1.482 0.0 0.1 0.1 0.000
Cl 0.635 -3.871 -4.749 0.0 0.0 0.0 0.000
C -1.475 -1.104 1.748 0.0 0.0 -0.3 0.019
N 0.741 1.274 4.442 -0.1 -0.2 0.2 0.023
H 5.494 1.699 -5.084 0.0 0.0 -0.1 0.000
C -1.369 2.828 1.330 0.7 -0.1 0.0 0.002
H 1.915 2.760 -5.589 0.1 0.0 0.0 0.000
H -3.746 -2.565 1.670 0.0 0.0 0.1 0.000
C -2.138 2.083 2.264 0.1 -0.3 0.2 0.009
C -4.108 3.343 1.533 0.0 -0.2 0.1 0.012
C 3.124 0.691 -4.126 0.0 0.0 0.0 0.001
C -1.467 -1.884 -2.006 0.0 0.0 0.0 0.000
H -2.256 -0.387 1.981 0.2 -0.3 0.0 0.000
O 1.782 1.646 -0.815 0.0 -0.2 -0.2 0.011
H -5.351 -0.744 -0.429 0.0 0.0 0.0 0.000
C -4.130 -1.275 -4.702 0.0 -0.1 -0.1 0.000
O 2.025 -0.404 3.189 -0.1 -0.2 0.4 0.045
H -1.322 -5.452 -3.427 0.0 0.1 0.0 0.000
H -3.999 -1.649 -5.710 0.0 0.1 0.2 0.000
C 1.291 6.091 3.187 0.0 0.0 0.0 0.001
B 1.701 0.685 0.217 0.4 0.0 -0.2 0.057
C -3.334 4.085 0.656 0.2 0.0 -0.1 -0.001
Cl -5.816 3.625 1.641 0.1 0.0 0.0 0.003
C 1.956 -2.052 4.924 0.0 0.0 -0.1 0.000
C 0.258 4.814 4.920 0.0 -0.1 0.0 0.001
C 1.606 -0.719 4.383 0.3 -0.1 -0.4 0.006
H -1.503 -0.873 -1.607 0.0 -0.1 0.0 0.000
H -6.404 -1.860 -1.311 -0.1 0.0 0.0 0.000
N -0.180 -0.848 1.790 0.1 -0.1 0.1 0.012
C 0.503 6.039 4.341 0.0 0.1 -0.1 0.005
N 0.902 0.086 5.135 -0.1 0.3 -0.1 0.013
C -0.544 -2.179 -2.996 0.1 0.1 0.0 0.000
Cl -4.460 1.358 3.399 0.0 0.1 -0.1 0.001
Cl -0.944 4.694 -0.541 -0.1 0.0 0.0 0.004
O 2.080 2.596 2.618 0.0 0.6 0.3 0.101
H 1.490 7.048 2.713 0.0 -0.1 0.0 0.000
H 5.299 0.067 -5.736 0.0 0.1 0.0 0.000
C -5.374 -1.539 -1.180 0.1 -0.1 -0.2 0.000
C -0.452 -2.985 1.199 -0.3 0.0 -0.1 0.002
C 2.603 -0.295 -1.586 0.0 -0.1 0.3 -0.002
H 3.856 -4.752 4.089 -0.1 0.0 0.0 0.000
N -1.688 -2.379 1.378 0.1 -0.2 0.1 0.007
H 2.408 4.967 1.724 -0.1 0.0 0.1 0.000
H 3.523 3.319 -5.087 -0.1 -0.1 -0.1 0.000

(3)
11
Properties=species:S:1:pos:R:3:forces:R:3:nbo_charge:R:1 method="wB97M-V/def2-TZVPD" gap_ev=9.156 energy_ev=-28834.4949 max_force_ev_per_a=2.85 relative_energy_kcal_mol=59.7
H 1.586 0.916 0.560 -0.3 0.1 0.0 0.202
C 0.553 1.228 0.761 0.5 0.3 1.3 -0.062
N -0.253 1.077 -0.286 -2.5 0.0 -1.2 -0.738
H 0.188 -2.139 -2.106 0.1 0.5 0.3 0.212
H -0.727 -3.262 0.803 -0.8 -0.5 2.7 0.475
O -0.463 -3.141 -0.065 0.8 0.4 -2.6 -0.553
H -1.296 1.288 -0.163 2.2 -0.4 -0.1 0.431
N -0.352 -1.758 -0.153 0.0 0.1 0.4 -0.157
S 0.078 1.831 2.214 0.2 -0.2 -0.6 -0.121
C 0.023 -1.404 -1.297 -0.1 -0.1 -0.8 -0.156
S 0.218 0.303 -1.731 -0.1 0.0 0.5 0.468

(4)
19
Properties=species:S:1:pos:R:3:forces:R:3:nbo_charge:R:1 method="wB97M-V/def2-TZVPD" gap_ev=10.631 energy_ev=-11492.1410 max_force_ev_per_a=6.32 relative_energy_kcal_mol=83.5
H 0.100 1.296 -4.258 -2.8 0.7 1.1 0.461
H -1.361 1.340 4.665 -2.8 2.0 -0.5 0.187
O 0.934 1.130 -4.585 2.6 0.8 -1.0 -0.929
O -1.324 -2.650 -4.550 -1.1 -1.2 -0.7 -0.954
H 0.699 3.336 3.089 -0.4 -2.0 -1.4 0.204
C 0.350 2.268 2.752 0.6 -2.1 -2.2 -0.132
H -0.595 2.123 2.225 -0.7 1.4 1.2 0.222
O -0.733 -3.163 -1.142 -3.0 1.6 1.4 -0.959
H -1.441 -3.178 -3.735 0.1 0.4 -0.5 0.485
O 1.006 1.464 1.568 -1.8 3.4 0.1 -0.722
H 1.698 1.102 2.040 2.8 -1.4 0.7 0.440
H 1.335 0.619 3.710 2.3 -0.9 0.6 0.187
H -1.261 -2.527 -0.502 2.0 -1.9 -2.0 0.484
C -0.404 1.017 4.676 -0.1 -2.8 5.7 -0.363
H 0.988 0.198 -4.605 0.2 -1.6 -0.1 0.467
H -1.904 -3.100 -5.235 1.1 0.8 1.4 0.469
H -0.300 0.490 5.711 0.4 0.0 -2.3 0.193
C 0.518 1.233 3.828 -0.4 2.4 -2.0 -0.217
H 0.188 -3.063 -0.968 0.9 0.4 0.4 0.476

(5)
13
Properties=species:S:1:pos:R:3:forces:R:3:nbo_charge:R:1 method="wB97M-V/def2-TZVPD" gap_ev="6.753 / 5.511" energy_ev=-35366.9479 max_force_ev_per_a=4.63 relative_energy_kcal_mol=52.7
H -1.668 0.288 2.295 0.8 -0.3 0.2 0.240
S -0.792 1.730 -2.295 -0.3 -0.9 -0.4 -0.084
S -1.655 2.186 0.908 -0.4 0.7 1.2 0.065
H -0.005 0.679 1.416 -0.8 -0.8 1.1 0.275
H -0.450 2.995 -2.258 0.1 1.1 0.0 0.153
C 1.131 -1.837 -1.343 1.6 -0.9 -3.3 -0.817
C -0.833 0.970 2.108 -1.0 -0.9 -4.4 -0.631
H -0.448 1.463 2.899 0.8 1.8 2.7 0.214
S 0.320 -1.232 0.052 -1.3 1.1 1.1 -0.260
H 0.870 -2.888 -1.704 -0.2 1.3 0.6 0.207
B -1.239 1.638 -0.628 1.3 -1.5 0.0 0.219
H 2.249 -1.905 -1.205 -1.0 0.4 -0.1 0.208
H 0.961 -1.157 -2.263 0.3 -0.9 1.3 0.211

(6)
56
Properties=species:S:1:pos:R:3:forces:R:3:nbo_charge:R:1 method="wB97M-V/def2-TZVPD" gap_ev=9.640 energy_ev=-49886.8422 max_force_ev_per_a=0.95 relative_energy_kcal_mol=1.0
H -2.047 -0.442 1.452 -0.2 0.1 0.1 0.222
H -0.743 -4.923 2.484 0.1 0.1 0.0 0.243
C 0.407 2.243 -0.376 -0.4 -0.5 0.0 -0.354
S -0.552 0.814 -0.842 -0.1 0.9 0.3 2.333
N 1.138 -2.436 1.466 0.2 0.5 -0.3 -0.627
O -0.291 -0.232 0.127 -0.1 0.4 0.1 -1.005
C 0.712 3.174 -1.351 0.0 0.0 0.0 -0.130
H 3.896 2.042 -0.466 0.0 0.1 0.1 0.191
O -0.323 0.498 -2.215 -0.2 0.2 -0.4 -0.932
H 0.457 -1.700 1.351 -0.1 -0.2 0.2 0.417
H -1.052 -4.461 -0.099 -0.1 0.0 0.1 0.201
C -1.594 -4.007 0.736 -0.1 -0.2 0.2 -0.219
C -3.226 -0.654 -1.373 -0.1 0.3 0.0 -0.422
H 3.052 -2.998 0.994 0.0 0.2 0.1 0.254
H -2.273 -1.144 -1.579 -0.1 -0.1 -0.1 0.212
H -2.599 0.956 -2.668 -0.3 0.0 0.0 0.235
C -3.664 -0.898 0.081 0.0 -0.2 0.1 -0.307
C -2.679 1.416 0.616 0.0 -0.1 0.7 -0.230
H -1.964 1.912 1.276 -0.2 0.1 0.1 0.213
C -3.383 -2.361 0.449 -0.3 0.6 -0.2 0.691
C -0.692 -3.958 1.979 0.0 -0.2 -0.2 -0.502
C 2.237 -1.293 -1.131 0.3 0.1 0.1 -0.249
C 3.421 1.081 -0.622 0.2 0.0 0.2 0.036
H -1.393 -1.999 0.117 -0.2 0.0 0.0 0.416
H -3.977 1.379 -1.620 0.1 0.1 0.0 0.206
H 0.382 2.997 -2.361 0.0 0.1 -0.2 0.247
H 0.601 1.630 1.655 0.0 -0.1 0.1 0.239
O -4.258 -3.132 0.781 -0.3 -0.3 0.2 -0.623
H 2.077 -0.462 -3.110 -0.1 -0.1 -0.1 0.201
H -3.633 0.078 2.005 0.0 0.0 0.0 0.223
C -2.985 0.007 1.130 0.0 0.2 0.0 -0.417
C 0.833 2.395 0.930 0.0 0.0 0.0 -0.159
H -1.056 -3.187 2.660 0.0 0.0 0.0 0.216
H 1.765 -2.231 -1.379 -0.1 -0.1 -0.1 0.223
H -4.746 -0.749 0.143 0.1 -0.1 0.0 0.229
H -2.483 -4.607 0.949 0.2 0.0 -0.1 0.244
H 2.949 -1.684 2.185 0.0 -0.1 -0.2 0.193
N -2.079 -2.701 0.358 0.5 -0.1 -0.1 -0.651
C -3.035 0.827 -1.677 0.0 -0.5 -0.6 -0.228
C 1.869 4.441 0.298 -0.1 -0.2 0.0 0.429
H 1.723 5.034 -1.750 0.0 0.1 -0.1 0.242
C 2.410 -0.312 -2.093 0.0 -0.5 0.0 0.053
C 1.456 4.291 -1.016 0.0 0.0 0.1 -0.280
C 0.777 -3.725 1.653 -0.5 -0.1 0.4 0.677
H -3.589 2.022 0.578 0.1 0.0 0.0 0.210
N -2.116 1.417 -0.719 0.9 -0.1 -0.3 -0.665
N 2.988 0.853 -1.849 0.2 0.4 -0.3 -0.438
H 3.668 0.410 1.400 0.0 0.0 0.1 0.215
C 3.293 0.173 0.415 0.0 -0.2 -0.1 -0.270
C 2.524 -2.072 1.250 0.1 -0.2 0.2 -0.258
H 1.924 3.664 2.289 0.0 0.0 0.1 0.239
C 1.572 3.511 1.281 0.0 0.2 -0.1 -0.293
H -3.972 -1.083 -2.042 0.1 -0.1 0.0 0.229
O 1.578 -4.637 1.607 0.2 -0.3 0.0 -0.627
C 2.685 -1.051 0.162 0.1 0.2 -0.1 0.025
F 2.590 5.523 0.633 -0.1 -0.1 0.0 -0.314

Copy entry 1 word for word.
19
Properties=species:S:1:pos:R:3:forces:R:3:nbo_charge:R:1 method="wB97M-V/def2-TZVPD" gap_ev=10.378 energy_ev=-8462.8155 max_force_ev_per_a=0.56 relative_energy_kcal_mol=35.5
H -0.320 -1.743 -1.518 0.0 0.1 0.0 0.220
H -0.807 -1.049 -3.074 0.0 0.0 0.1 0.211
H 0.740 -0.347 3.304 -0.1 0.0 -0.1 0.214
H 1.903 1.336 -1.917 -0.1 -0.2 0.1 0.217
O 0.597 -0.488 0.593 0.1 0.0 -0.1 -0.529
C -0.025 0.269 2.823 0.0 0.0 0.0 -0.633
C 0.565 0.574 -0.310 0.4 0.2 -0.2 0.084
H -1.230 0.285 1.003 -0.1 -0.3 0.5 0.170
C -0.124 0.403 -1.635 -0.2 0.1 -0.1 -0.255
H -0.602 1.298 -2.028 0.1 -0.1 0.0 0.209
C -0.481 -0.350 1.509 -0.3 0.1 0.0 -0.065
H 1.919 -0.487 -1.685 -0.1 0.2 0.0 0.224
C 1.384 0.452 -1.556 0.1 0.0 0.1 -0.438
H 0.501 1.551 0.176 0.1 -0.1 -0.2 0.178
C -0.817 -0.891 -1.990 0.0 -0.1 0.0 -0.611
H -1.863 -0.889 -1.662 0.1 0.0 0.0 0.207
H 0.398 1.267 2.664 -0.1 -0.1 0.0 0.205
H -0.869 0.356 3.515 0.1 0.0 -0.1 0.210
H -0.922 -1.340 1.677 0.1 0.1 0.0 0.182